Record 1
DFT (wB97M-V/def2-TZVPD) results for C16H17BrMoNO5 as an isolated structure.

Output
Spin multiplicity   1
ΔE to the lowest compared entry with this formula, charge and spin   1.217 eV
Charge   +1
HOMO (spin up / spin down)   -10.973 / -10.973 eV
HOMO-LUMO gap (spin up / spin down)   7.51 / 7.51 eV

Last column: Löwdin charge in e.
Cartesian coordinates (Å):
C  -1.06417  1.61424  1.03419  -0.41
H  -4.02070  -4.40155  4.07997  0.08
H  -0.80454  1.68256  3.13539  0.11
H  -4.90006  -3.92580  1.90418  0.13
Mo  0.18518  -1.15332  0.05046  1.50
H  -0.88242  -2.69741  2.76890  0.13
C  -0.49931  2.24947  2.25412  0.03
H  2.83156  4.56841  -2.29767  0.12
H  -0.79070  3.28917  2.35783  0.09
H  -2.07049  3.39673  0.37989  0.09
H  -2.28800  -4.73218  4.08463  0.10
C  5.01547  1.90049  -3.80684  -0.06
H  4.53936  3.97284  -3.54141  0.12
O  1.06780  -1.73417  1.29913  -0.40
H  3.31843  -0.66726  -2.43353  0.11
H  0.58838  2.17352  2.18012  0.11
C  -2.92133  -3.39117  2.53490  -0.22
C  -3.83094  -2.92962  0.34210  -0.06
C  4.27392  2.94964  -3.30086  -0.01
H  -1.41822  2.34110  -0.89479  0.10
C  -3.96786  -3.45535  1.61848  0.01
C  -3.03979  -3.96011  3.91897  -0.03
C  3.59261  0.34634  -2.68539  -0.02
C  3.17712  2.71027  -2.47488  -0.25
O  0.97103  1.90652  -0.73332  0.09
C  -1.74502  -2.78148  2.11990  -0.05
H  -2.88742  -3.18566  4.67120  0.09
Br  -2.13683  -1.57430  -1.61110  0.86
C  4.67805  0.58708  -3.50047  -0.07
H  5.25936  -0.23472  -3.89378  0.11
C  1.66945  1.08311  -1.28371  -0.48
H  -4.62445  -2.97163  -0.38924  0.12
O  2.45197  3.74023  -1.98264  0.08
O  -0.83348  0.41568  0.83073  -0.18
C  -2.61907  -2.35275  0.04996  -0.70
O  1.43498  -0.23613  -1.12984  -0.27
H  5.86391  2.11013  -4.44489  0.11
C  -1.91704  2.36685  0.07464  0.02
H  -2.87961  1.86060  -0.02095  0.10
N  -1.59999  -2.27050  0.89362  -0.14
C  2.82287  1.39016  -2.15801  -0.07


Record 2
DFT (wB97M-V/def2-TZVPD) results for C16H17BrN4NiO4 as an isolated structure.

Output
Spin multiplicity   3
⟨S²⟩   2.0404
Charge   +2
HOMO (spin up / spin down)   -14.220 / -13.405 eV
HOMO-LUMO gap (spin up / spin down)   7.95 / 3.99 eV

Last column: Löwdin charge in e.
Cartesian coordinates (Å):
H  0.39091  3.49997  -3.53647  0.13
H  -3.44356  -3.55808  1.68238  0.13
H  -0.92131  -3.52230  3.18148  0.09
C  2.71692  3.69090  -1.00577  -0.15
H  4.28788  5.18622  -0.85226  0.14
O  -0.04656  -1.96575  2.22427  -0.15
C  1.83604  0.93505  1.02690  -0.04
N  -3.72694  -3.51826  -0.31083  0.05
H  -0.19850  0.31710  -0.43513  0.11
C  1.59658  3.24612  -1.76967  -0.14
O  -2.54363  -1.72687  -0.97053  0.03
C  2.83523  1.01629  2.00982  -0.04
H  -4.47199  -4.19104  -0.43747  0.16
H  3.59132  6.29587  -2.95393  0.13
N  -2.88803  -3.63622  0.82351  0.05
O  -0.15056  -0.31654  0.28596  0.07
C  1.93980  -0.90832  3.16983  -0.01
N  1.12115  2.13617  -1.10540  0.19
C  -3.48086  -2.50787  -1.18645  -0.54
H  -2.41333  -4.54587  0.82004  0.13
C  -5.32151  -3.18689  -2.58063  -0.01
N  2.87569  2.86906  0.04260  0.22
H  -4.99921  -4.21558  -2.75629  0.11
C  1.21377  3.86273  -2.93938  0.04
Br  4.24933  0.25068  4.35922  0.83
O  -4.21208  -2.34515  -2.24663  0.04
H  3.56512  1.80291  1.92113  0.11
C  3.05588  5.43214  -2.59596  -0.02
H  -6.09862  -3.13951  -1.81481  0.11
C  -0.04091  -2.89485  3.30966  -0.02
H  1.67211  5.50122  -4.23478  0.14
H  -0.10963  -2.37453  4.26817  0.12
H  0.85635  -3.51829  3.28196  0.12
C  2.88189  0.11680  3.05184  -0.63
C  0.94150  -1.01113  2.22033  -0.16
C  1.91631  1.95089  -0.00726  -0.17
H  -5.71406  -2.77536  -3.50957  0.11
Ni  -1.41587  -1.97786  0.65758  0.47
H  0.33630  1.61707  -1.46602  0.16
H  2.02306  -1.59074  3.99835  0.12
C  0.88306  -0.09356  1.14452  -0.12
C  1.95515  4.97662  -3.33411  0.02
C  3.45583  4.81678  -1.43021  0.07


Record 3
DFT (wB97M-V/def2-TZVPD) results for one molecule with the formula C16H17Cl2N2O4P.

Output
Spin multiplicity   1
ΔE to the lowest compared entry with this formula, charge and spin   0.000 eV
Charge   0
SMILES   C=CCc1c(O)c2c(c(P(C)O)c1CN)C(=O)N(/C(Cl)=C(/C)Cl)C2=O
HOMO   -7.772 eV
HOMO-LUMO gap   7.31 eV

Last column: Löwdin charge in e.
Cartesian coordinates (Å):
C  -0.39096  -0.66790  -1.80326  -0.18
C  1.70060  -1.83443  3.44097  -0.26
H  1.45065  -2.21550  4.45963  0.04
H  -0.84373  -0.19872  4.73107  0.05
H  -5.02227  1.76645  -2.80804  0.06
N  -3.10772  -1.44596  1.92705  0.01
C  0.94395  -0.76664  -1.26811  -0.01
C  3.81143  3.56024  -0.61308  -0.15
C  0.10384  -0.49998  1.17222  -0.23
C  3.88421  2.01395  -0.35823  -0.65
N  3.20443  -0.27410  -0.96018  0.01
H  -4.59234  0.19137  -3.87412  0.06
C  -3.03363  0.80252  -2.52581  -0.14
P  0.51597  -0.42641  2.98485  0.92
C  -2.50548  -0.14873  1.51621  -0.26
H  2.70859  -1.34096  3.49053  0.03
H  0.28027  -0.74431  -3.62562  0.12
Cl  2.30524  1.92926  -2.52368  0.72
C  -2.91282  -0.37435  -1.49162  -0.15
C  -1.49290  -0.47508  -0.84705  -0.07
H  -2.98530  -2.07048  1.11948  0.07
H  -2.18559  1.47178  -2.79846  0.10
H  -3.26651  0.46266  0.94783  0.10
H  1.74652  -2.63426  2.66517  0.04
O  2.63049  -1.47019  -2.96193  0.16
H  -4.12677  -1.35784  2.00274  0.07
Cl  4.88869  1.48716  1.01015  0.67
O  -0.57300  -0.71697  -3.15741  0.07
H  2.71319  3.80350  -0.64008  0.06
C  -1.27348  -0.38593  0.60648  -0.11
C  2.69967  -0.79011  0.31221  -0.36
O  -0.84943  -0.75395  3.93677  -0.35
H  -2.24009  0.48882  2.40244  0.10
H  -3.73803  -0.35732  -0.74996  0.09
C  -4.31211  0.96688  -3.11468  -0.03
C  1.15774  -0.67060  0.19984  -0.05
C  3.20385  1.14824  -1.16209  -0.58
H  4.29607  3.86980  -1.56579  0.08
H  4.20339  4.11653  0.27961  0.07
C  2.32931  -0.92857  -1.94744  -0.38
O  3.43172  -1.22749  1.13922  0.12
H  -3.05357  -1.32402  -2.09653  0.14


Record 4
DFT (wB97M-V/def2-TZVPD) results for one molecule with the formula C16H17ClF2N2O4S.

Output
Spin multiplicity   1
ΔE to the lowest compared entry with this formula, charge and spin   0.471 eV
Charge   0
SMILES   O=C(NS(=O)(=O)N1CC(F)C1)c1cc(Cl)c(O[C@H]2C[C@@H]3C[C@@H]3C2)cc1F
HOMO   -9.801 eV
HOMO-LUMO gap   9.34 eV

Last column: Löwdin charge in e.
Cartesian coordinates (Å):
O  0.40977  2.20637  -2.13601  -0.03
H  -0.53353  4.19558  -1.01955  0.14
O  1.70397  -3.64738  -0.03283  0.08
H  -1.43331  1.13372  -0.52618  0.14
H  -1.24305  -3.04200  0.42733  0.12
C  0.54881  -1.60617  -0.45956  -0.06
C  -0.56639  0.51967  -0.73501  0.10
H  2.99846  3.68600  -2.75185  0.10
F  -1.54375  -1.11633  0.67525  0.05
H  2.43657  -1.75417  -1.48490  0.12
H  1.34785  -6.16861  1.41781  0.12
O  -1.24102  -3.18392  2.95269  -0.28
C  1.19175  5.45418  -0.59368  -0.24
H  -0.59015  -5.56781  4.33718  0.13
C  1.52259  0.09280  -1.91281  -0.52
H  3.12296  6.36264  0.06485  0.09
C  0.70100  -2.93615  0.15245  -0.47
C  1.26552  3.16981  -1.46595  -0.30
C  0.39110  -6.56518  1.74929  -0.12
H  0.09133  -7.34277  1.02625  0.13
C  2.71187  5.44766  -0.32385  -0.05
H  2.19497  6.33715  -2.35151  0.13
N  -0.39040  -3.56554  0.59985  0.01
O  1.09041  -3.84186  2.82154  -0.26
Cl  2.85449  0.44787  -3.03196  0.70
H  -1.70140  -6.79164  3.63347  0.13
N  -0.66497  -5.65801  2.16871  -0.19
C  0.47345  0.97430  -1.58736  -0.28
H  0.45087  3.73024  0.46556  0.12
S  -0.24670  -3.97189  2.22936  0.72
C  2.15729  5.43518  -1.75369  -0.23
C  2.03177  4.06866  -2.45110  -0.09
H  1.45614  4.16072  -3.39179  0.13
C  -0.73054  -6.26055  3.49135  -0.14
C  1.58024  -1.12739  -1.28276  -0.02
C  0.44416  -7.14180  3.17124  -0.30
H  3.26466  4.54765  0.01098  0.11
H  1.99309  2.62274  -0.81114  0.16
H  0.23753  -8.20882  3.17514  0.14
C  0.48393  4.12462  -0.54886  -0.10
H  0.63147  6.38611  -0.40155  0.14
C  -0.50375  -0.74365  -0.16393  -0.16
F  1.50442  -6.81307  3.97128  0.02


Record 5
DFT (wB97M-V/def2-TZVPD) results for one molecule with the formula C16H17ClN2O4S.

Output
Spin multiplicity   1
ΔE to the lowest compared entry with this formula, charge and spin   1.023 eV
Charge   0
SMILES   O=C(NCc1ccco1)c1cc(S(=O)(=O)N2CCCC2)ccc1Cl
HOMO   -8.867 eV
HOMO-LUMO gap   9.18 eV

Last column: Löwdin charge in e.
Cartesian coordinates (Å):
H  -5.63088  1.69828  -2.33329  0.12
H  3.30362  2.46178  1.28286  0.11
H  0.45498  0.07520  1.51916  0.13
C  -1.99034  -1.03193  0.98006  -0.48
H  -3.29267  1.46574  2.39083  0.13
H  -5.29289  4.19010  -1.28482  0.10
H  2.51417  3.19748  -0.13645  0.12
C  3.28775  2.49625  0.19547  -0.20
O  -2.76480  -1.85613  1.41003  0.06
C  -4.98727  3.24984  -0.87476  -0.06
O  2.94988  0.38911  2.08446  -0.28
C  -0.65661  -1.38580  0.38294  -0.13
C  4.46282  2.25048  -1.84392  -0.16
C  1.72233  -1.07322  0.27276  -0.25
C  4.63413  2.83168  -0.44099  -0.16
C  -4.13754  1.68324  0.45742  -0.27
C  1.84452  -2.10606  -0.63729  -0.04
S  3.15185  -0.10895  0.75629  0.68
H  2.82411  -2.37235  -1.00061  0.12
O  4.33806  -0.86739  0.47227  -0.29
H  0.78030  -3.59589  -1.75673  0.11
N  2.95811  1.17300  -0.31432  -0.23
C  -5.16948  2.01753  -1.42010  -0.12
N  -2.21997  0.30090  1.01676  0.09
C  0.71237  -2.78640  -1.04757  -0.08
H  2.86326  0.84239  -2.38016  0.12
H  4.84359  3.89902  -0.44542  0.11
H  5.41088  2.01687  -2.32264  0.11
H  -4.09323  -0.00736  1.76918  0.13
C  0.49259  -0.71240  0.78258  0.00
C  3.61863  0.98952  -1.60318  -0.19
H  5.43022  2.30942  0.09047  0.12
C  -0.53170  -2.42680  -0.54112  -0.59
H  4.24568  0.09731  -1.54483  0.10
C  -4.30866  3.03311  0.34940  -0.03
Cl  -1.92515  -3.26239  -1.09054  0.76
H  3.91613  2.95357  -2.47350  0.11
C  -3.47102  0.85254  1.50194  -0.08
H  -4.00059  3.77694  1.05536  0.11
H  -1.55791  0.93607  0.60018  0.15
O  -4.65906  1.06629  -0.62429  0.06


Record 6
DFT (wB97M-V/def2-TZVPD) results for one molecule with the formula C16H17ClN2O5.

Output
Spin multiplicity   1
ΔE to the lowest compared entry with this formula, charge and spin   0.000 eV
Charge   0
SMILES   CCOC(=O)C1=C(COC(=O)c2cccc(Cl)c2)NC(=O)N[C@H]1C
HOMO   -8.879 eV
HOMO-LUMO gap   8.90 eV

Last column: Löwdin charge in e.
Cartesian coordinates (Å):
H  -2.98632  -3.56136  0.38695  0.12
H  1.52433  -2.66142  1.10107  0.15
C  -3.43842  -2.60744  0.16360  -0.01
C  3.14661  -2.32514  -0.11322  -0.54
H  1.50209  -1.18411  -2.44184  0.09
O  0.69223  2.07678  0.57868  -0.03
O  -0.78743  -0.38236  1.22773  0.03
H  0.34127  3.81120  -0.47955  0.12
C  -2.70566  -1.44668  0.39831  -0.12
C  2.25648  -0.41290  -2.58418  -0.02
C  -1.33320  -1.57126  0.94453  -0.42
O  -0.76703  -2.62243  1.13036  0.12
O  3.60230  -3.43843  0.00255  0.08
H  -5.29268  -3.41743  -0.52757  0.11
N  3.72136  -1.32826  -0.82440  0.13
O  2.24813  2.49284  -0.98383  0.11
C  0.31294  3.45320  0.55466  -0.21
C  1.55435  -0.64709  0.66049  -0.13
C  -4.54055  -0.13284  -0.39238  -0.66
C  1.22614  4.30349  1.42636  -0.06
N  1.99695  -1.93985  0.57032  0.17
H  1.77311  0.50144  -2.91557  0.08
H  0.61459  -1.19640  2.50340  0.14
H  0.68135  0.57507  2.20560  0.13
C  0.53915  -0.40357  1.74963  -0.07
H  0.87355  5.33082  1.42819  0.08
C  1.69172  1.71313  -0.24225  -0.44
C  -3.25622  -0.19937  0.11761  -0.03
H  -6.27939  -1.20948  -1.02366  0.11
H  2.23924  4.27972  1.03287  0.08
C  2.03136  0.28724  -0.19230  -0.04
H  2.95226  -0.73969  -3.35359  0.08
H  1.23307  3.92852  2.44726  0.08
C  -4.72090  -2.52060  -0.34534  -0.06
H  4.53206  -1.59798  -1.36098  0.15
Cl  -5.23406  1.40917  -0.74540  0.68
C  3.00283  -0.15012  -1.26917  -0.30
C  -5.27958  -1.28462  -0.62556  -0.09
H  3.72899  0.65455  -1.43084  0.15
H  -0.71359  3.46725  0.92717  0.12
H  -2.68341  0.69643  0.29427  0.12


Summary of electronic energy in eV
-100488.8703; -142087.8673; -62365.1918; -56827.1491; -51395.1343; -42609.8585
(order as listed above)
Summary of F_max in eV/Å
1.25; 1.66; 2.77; 5.78; 1.10; 0.60
(order as listed above)